No. 1
{
  "formula": "C24H38HoN4O2S4",
  "method": "ωB97M-V/def2-TZVPD",
  "gap_ev": [8.757, 8.791],
  "charge": 3,
  "multiplicity": 5,
  "homo_energy_ev": [-17.14, -17.14],
  "s2": 6.00,
  "e_above_lowest_ev": 0.731,
  "elements": ["Ho", "C", "C", "N", "C", "C", "S", "C", "C", "N", "H", "H", "H", "H", "H", "H", "H", "H", "H", "H", "H", "H", "H", "H", "C", "C", "S", "C", "C", "S", "C", "C", "S", "H", "H", "H", "H", "H", "H", "H", "H", "H", "H", "H", "H", "O", "C", "C", "C", "C", "N", "C", "C", "C", "C", "C", "C", "O", "C", "C", "N", "H", "H", "H", "H", "H", "H", "H", "H", "H", "H", "H", "H"],
  "xyz": [[0.3561, 0.1326, -0.3743], [2.6508, -0.2371, 2.2477], [2.5854, 1.1742, 1.7112], [2.5258, 1.2171, 0.2307], [3.7595, 0.8141, -0.4926], [3.9559, -0.6826, -0.6814], [2.4829, -1.5205, -1.3342], [2.2027, -2.8849, -0.1824], [2.2367, -2.4987, 1.2915], [1.6593, -1.1568, 1.6034], [2.4951, -0.2080, 3.3267], [3.6455, -0.6508, 2.1040], [3.4383, 1.7436, 2.0891], [1.6867, 1.6758, 2.0844], [2.3732, 2.1893, -0.0177], [4.6441, 1.2215, 0.0052], [3.7088, 1.2916, -1.4716], [4.2557, -1.1920, 0.2299], [4.7608, -0.8392, -1.3977], [2.9221, -3.6786, -0.3810], [1.2293, -3.2817, -0.4805], [3.2591, -2.5387, 1.6624], [1.7030, -3.2657, 1.8548], [0.9391, -1.3096, 2.2975], [-3.5759, 0.8759, 0.6740], [-2.7485, 1.0334, 1.9413], [-1.3502, -0.1010, 2.1047], [-2.1618, -1.7275, 2.0450], [-1.5670, -2.7391, 1.0718], [-1.3650, -2.2099, -0.6443], [-3.0591, -1.8167, -1.1721], [-3.2210, -0.4395, -1.7969], [-2.5864, 0.9488, -0.8357], [-4.3095, 1.6810, 0.6330], [-4.1409, -0.0544, 0.6818], [-3.3781, 0.9106, 2.8228], [-2.3125, 2.0314, 2.0102], [-3.2139, -1.5544, 1.8281], [-2.1217, -2.1472, 3.0501], [-2.1802, -3.6414, 1.0663], [-0.5723, -3.0616, 1.3853], [-3.7015, -1.9460, -0.3021], [-3.3501, -2.5810, -1.8919], [-4.2753, -0.2687, -2.0204], [-2.6929, -0.3788, -2.7506], [-0.2953, 3.0149, -7.0059], [0.2487, 1.7240, -6.8857], [0.2221, 1.3484, -5.4306], [0.3399, 0.0221, -5.0368], [0.3608, -0.2723, -3.6916], [0.2466, 0.6645, -2.7362], [0.0968, 1.9548, -3.1116], [0.0923, 2.3199, -4.4417], [-0.0883, 2.9549, -2.0172], [-0.4433, 4.2684, -2.2750], [-0.6270, 5.1575, -1.2258], [-0.9989, 6.5927, -1.4762], [-1.0897, 6.7814, -2.8636], [-0.4586, 4.6861, 0.0752], [-0.1189, 3.3662, 0.2559], [0.0692, 2.5076, -0.7604], [-0.2589, 3.3016, -7.9250], [1.2932, 1.6870, -7.2186], [-0.3048, 0.9709, -7.4540], [0.4217, -0.7783, -5.7616], [0.4723, -1.2977, -3.3617], [-0.0248, 3.3500, -4.7418], [-0.5874, 4.6281, -3.2824], [-0.2350, 7.2285, -1.0155], [-1.9456, 6.7930, -0.9623], [-1.2914, 7.7028, -3.0606], [-0.5858, 5.3329, 0.9349], [0.0132, 2.9756, 1.2610]]
}

No. 2
{
  "formula": "C24H38IrO3P",
  "method": "ωB97M-V/def2-TZVPD",
  "gap_ev": [6.103, 5.791],
  "charge": 1,
  "multiplicity": 6,
  "homo_energy_ev": [-8.38, -11.03],
  "s2": 8.79,
  "e_above_lowest_ev": 0.000,
  "elements": ["C", "C", "C", "C", "C", "Ir", "C", "C", "H", "C", "H", "H", "C", "H", "H", "H", "C", "H", "H", "H", "C", "H", "H", "H", "C", "H", "H", "H", "C", "H", "H", "H", "C", "H", "H", "H", "C", "H", "H", "H", "C", "C", "C", "C", "H", "C", "H", "C", "H", "H", "H", "C", "O", "P", "O", "C", "O", "C", "H", "H", "H", "H", "H", "H", "H", "H", "H"],
  "xyz": [[1.4699, -1.7598, 0.2319], [1.7964, -1.1065, -0.9719], [0.7481, -1.2640, -1.8991], [-0.2938, -2.0674, -1.2892], [0.1991, -2.4754, 0.0503], [-0.9759, -0.8820, 0.3602], [-3.3036, 1.1996, -0.7051], [-3.2898, 0.5718, 0.4869], [-3.6396, 1.0983, 1.3626], [-2.9440, -0.8561, 0.6784], [-3.3726, -1.5480, -0.0544], [-3.1106, -1.2252, 1.6977], [-3.6223, 2.6613, -0.8119], [-3.0609, 3.2575, -0.0859], [-3.4165, 3.0346, -1.8195], [-4.6848, 2.8372, -0.6065], [-3.0607, 0.4523, -1.9799], [-2.0793, -0.0531, -1.9747], [-3.8147, -0.3386, -2.1082], [-3.1135, 1.1340, -2.8352], [3.0899, -0.4261, -1.2182], [3.2024, 0.4652, -0.5828], [3.9384, -1.1025, -1.0253], [3.1566, -0.0718, -2.2510], [0.7806, -0.8407, -3.3132], [1.0645, 0.2162, -3.4006], [1.5146, -1.4285, -3.8883], [-0.1991, -0.9656, -3.7874], [-1.3579, -2.8115, -2.0148], [-1.3882, -2.5064, -3.0640], [-1.1754, -3.8926, -1.9660], [-2.3377, -2.6130, -1.5671], [-0.1735, -3.7428, 0.7366], [-1.0777, -4.1625, 0.2919], [0.6351, -4.4796, 0.6648], [-0.3642, -3.5349, 1.7944], [2.3369, -1.8677, 1.4197], [1.7925, -2.2961, 2.2702], [3.2096, -2.5028, 1.2101], [2.7125, -0.8820, 1.7304], [2.7319, 2.5253, -1.5874], [1.3371, 2.4337, -2.1061], [3.7551, 3.1904, -2.1713], [1.2632, 2.9752, -3.4123], [0.3489, 2.0804, -1.8206], [3.5673, 3.7028, -3.4999], [4.7263, 3.2842, -1.6901], [2.3314, 3.5848, -4.1132], [0.3050, 2.9568, -3.9348], [4.4139, 4.1598, -4.0188], [2.1693, 3.9744, -5.1220], [-0.1944, -1.1975, 4.8530], [-0.6960, -1.2796, 3.4899], [-0.6383, -0.0692, 2.3896], [-1.7315, 1.0228, 2.8678], [-1.9706, 1.4182, 4.2467], [0.8174, 0.6179, 2.6532], [1.1551, 1.9783, 2.2653], [0.4536, -2.0676, 5.0070], [-1.0504, -1.2405, 5.5414], [0.3915, -0.2840, 5.0463], [-2.6509, 0.7051, 4.7337], [-1.0287, 1.5000, 4.8143], [-2.4490, 2.4011, 4.1883], [0.2568, 2.6090, 2.1732], [1.7987, 2.3716, 3.0622], [1.6990, 1.9827, 1.3084]]
}

No. 3
{
  "formula": "C24H38MnN9OP",
  "method": "ωB97M-V/def2-TZVPD",
  "gap_ev": [5.735, 8.589],
  "charge": 3,
  "multiplicity": 5,
  "homo_energy_ev": [-17.16, -17.15],
  "s2": 6.36,
  "elements": ["Mn", "C", "N", "C", "C", "N", "C", "P", "C", "N", "C", "C", "N", "C", "C", "N", "C", "C", "N", "C", "H", "H", "H", "H", "H", "H", "H", "H", "H", "H", "H", "H", "H", "H", "H", "O", "C", "C", "C", "C", "C", "C", "C", "C", "N", "H", "H", "H", "H", "H", "H", "H", "H", "H", "H", "H", "C", "C", "C", "C", "N", "N", "H", "H", "H", "H", "H", "H", "H", "H", "H", "H", "H", "H"],
  "xyz": [[-0.2257, 0.0034, -0.0586], [2.5178, 2.4769, -4.1591], [1.3814, 2.1423, -3.2870], [0.1574, 2.7446, -3.3400], [-0.6037, 2.1535, -2.3814], [0.1440, 1.1912, -1.7426], [1.3548, 1.2107, -2.3174], [2.8020, 0.1661, -1.9018], [1.8921, -1.4078, -1.8102], [0.7957, -1.6419, -1.0876], [0.4750, -2.9591, -1.2916], [1.3966, -3.5192, -2.1242], [2.2826, -2.5315, -2.4457], [3.4431, -2.6983, -3.3293], [2.8366, 0.5338, -0.1227], [1.7666, 0.5184, 0.6678], [2.2116, 0.8198, 1.9272], [3.5612, 1.0179, 1.8862], [3.9431, 0.8303, 0.5888], [5.3168, 0.9552, 0.0876], [2.2100, 3.2849, -4.8151], [3.3619, 2.8064, -3.5592], [2.7932, 1.6135, -4.7589], [-0.0706, 3.5253, -4.0456], [-1.6345, 2.3767, -2.1617], [-0.3800, -3.4304, -0.8373], [1.4920, -4.5190, -2.5119], [3.3766, -3.6787, -3.7906], [3.4323, -1.9409, -4.1083], [4.3646, -2.6363, -2.7553], [1.5548, 0.8788, 2.7772], [4.2690, 1.2668, 2.6583], [5.9753, 1.0945, 0.9392], [5.6071, 0.0486, -0.4369], [5.3989, 1.8162, -0.5712], [-0.4949, -0.6897, 1.8601], [-0.1537, -2.0867, 2.1391], [-1.3874, -2.8950, 2.4814], [-2.6557, -2.4994, 1.7164], [-2.6292, -2.5054, 0.2031], [-3.2464, -3.5532, -0.4719], [-3.3383, -3.5409, -1.8538], [-2.8093, -2.4617, -2.5456], [-2.1889, -1.4703, -1.8164], [-2.0811, -1.4698, -0.4760], [-1.0630, -0.3072, 2.5443], [0.5897, -2.1074, 2.9345], [0.3226, -2.4280, 1.2259], [-1.6106, -2.8068, 3.5467], [-1.1484, -3.9489, 2.3199], [-2.9910, -1.5226, 2.0705], [-3.4413, -3.1864, 2.0308], [-3.6719, -4.3695, 0.0965], [-3.8274, -4.3513, -2.3781], [-2.8731, -2.3896, -3.6220], [-1.7332, -0.6333, -2.3404], [-4.6240, 2.4837, 0.9929], [-3.5402, 2.0173, 1.9643], [-4.1418, 1.3326, 3.1810], [-2.6178, 3.1590, 2.3677], [-2.7200, 0.9495, 1.2786], [-1.9142, 1.3140, 0.2351], [-5.2786, 3.1965, 1.4951], [-5.2439, 1.6514, 0.6553], [-4.1988, 2.9944, 0.1253], [-4.7532, 2.0463, 3.7310], [-3.3682, 0.9636, 3.8560], [-4.7924, 0.5041, 2.8919], [-3.1720, 3.8516, 2.9994], [-2.2696, 3.7526, 1.5165], [-1.7631, 2.8043, 2.9475], [-3.2290, 0.1109, 1.0183], [-1.5652, 2.2616, 0.3940], [-2.3551, 1.2468, -0.6855]]
}